The following is a quantum chemistry calculation of a molecular structure, C23H37AsFeN7O2S5 at a distorted geometry, from OMol25.

Structure (XYZ):
```
76
Properties=species:S:1:pos:R:3:mulliken_charge:R:1
Fe 0.502 -0.257 0.658 -0.52
S 4.898 1.228 0.417 -0.63
As 3.599 -0.434 0.651 0.42
S 2.202 -0.153 2.341 -0.45
S 2.149 -0.603 -1.005 -0.45
S 4.783 -2.182 0.856 -0.62
C -1.836 0.922 3.335 -1.45
C -2.790 1.511 2.289 0.18
C -3.198 0.444 1.268 -1.02
C -2.186 2.736 1.624 0.24
C -2.888 3.930 1.703 -0.73
C -2.375 5.116 1.204 -1.07
C -1.080 5.112 0.708 -0.85
C -0.329 3.950 0.612 0.56
C 1.134 4.071 0.228 0.13
C 1.500 3.335 -1.060 -0.91
C 2.020 3.601 1.387 -1.18
C -0.912 2.699 0.977 0.53
O -0.305 1.567 0.738 2.62
H -2.306 0.085 3.857 0.42
H -1.551 1.682 4.065 0.40
H -0.933 0.548 2.861 -0.09
H -3.696 1.841 2.812 0.62
H -2.327 0.127 0.702 -0.24
H -3.937 0.839 0.569 0.27
H -3.616 -0.428 1.780 0.56
H -3.870 3.927 2.167 0.32
H -2.955 6.031 1.247 0.29
H -0.628 6.052 0.405 0.37
H 1.333 5.136 0.052 0.50
H 1.345 2.265 -0.955 -0.29
H 2.553 3.498 -1.298 0.44
H 0.889 3.707 -1.887 0.16
H 1.784 2.570 1.643 -0.14
H 1.857 4.220 2.274 0.32
H 3.074 3.640 1.110 0.39
C -3.574 -2.217 -5.175 -1.37
C -4.390 -2.497 -3.914 0.84
C -4.990 -1.212 -3.353 -0.99
C -3.556 -3.227 -2.840 -1.27
N -2.372 -2.532 -2.362 0.92
C -2.108 -1.975 -1.172 -0.74
N -0.871 -1.544 -1.179 0.76
N -0.385 -1.817 -2.398 -0.22
N -1.261 -2.410 -3.114 -0.80
H -4.194 -1.721 -5.925 0.45
H -3.186 -3.142 -5.606 0.37
H -2.727 -1.576 -4.948 0.11
H -5.201 -3.188 -4.172 0.32
H -4.204 -0.532 -3.027 -0.06
H -5.626 -1.427 -2.491 0.38
H -5.593 -0.712 -4.113 0.46
H -3.214 -4.179 -3.251 0.39
H -4.182 -3.417 -1.968 0.36
H -2.795 -1.918 -0.347 0.25
N -3.475 -4.921 3.404 -0.64
C -2.779 -3.997 3.283 0.50
N -2.044 -2.931 3.269 -0.67
C -1.335 -2.339 2.403 0.60
N -0.683 -1.708 1.668 -0.58
C -3.671 3.336 -2.013 -0.89
C -2.363 3.215 -2.772 -0.64
S -1.477 1.691 -2.195 0.32
O -2.576 0.688 -2.113 -0.63
C -0.693 1.268 -3.810 -0.52
C 0.150 2.364 -4.440 -1.20
H -4.290 4.128 -2.436 0.44
H -3.491 3.557 -0.962 0.05
H -4.211 2.391 -2.073 0.13
H -1.702 4.058 -2.566 0.28
H -2.545 3.120 -3.844 0.59
H -1.512 0.944 -4.456 0.29
H -0.064 0.412 -3.567 0.37
H -0.435 3.256 -4.671 0.29
H 0.598 2.006 -5.368 0.43
H 0.956 2.644 -3.764 0.23
```

LUMO energy (alpha / beta) ... 3.66 / 3.66 eV
Total charge ... -2
E_HOMO (alpha / beta) ... -1.47 / -1.46 eV
Spin multiplicity ... 6
E_tot ... -188382.4539 eV
Energy above the lowest of the compared OMol25 structures with the same formula, charge and spin ... 141.38 kJ/mol
Gap between HOMO and LUMO (alpha / beta) ... 5.13 / 5.12 eV